Below is a cluster of 8 separate species, C28H43BCl28O5P in total at a distorted geometry, with properties calculated with ωB97M-V/def2-TZVPD.

Geometry as XYZ:
```
106
Properties=species:S:1:pos:R:3:lowdin_charge:R:1
Cl 0.731 -5.520 -7.160 0.532
Cl -4.862 6.837 -0.812 0.498
Cl 4.331 -3.429 -2.159 0.531
Cl -7.301 0.247 8.881 0.500
Cl -4.556 1.986 9.272 0.488
Cl -1.808 -9.390 -7.789 0.516
Cl -2.782 3.208 7.349 0.573
Cl -4.784 5.022 -3.060 0.493
Cl -1.683 1.765 -7.003 0.529
Cl 6.779 -2.011 -1.638 0.526
Cl -1.372 -3.702 -7.918 0.503
Cl -3.729 -7.249 -7.948 0.509
Cl -3.539 -9.171 -10.085 0.514
Cl -2.554 0.396 7.934 0.531
Cl -0.909 -6.091 -9.459 0.497
Cl -10.147 0.416 9.327 0.519
Cl -3.743 4.185 -0.519 0.577
Cl -4.623 -9.960 -7.530 0.522
Cl -8.335 2.012 10.905 0.515
Cl -4.832 1.378 6.469 0.549
Cl 1.053 1.334 -6.223 0.579
Cl 0.995 -3.922 -9.546 0.526
Cl -2.338 6.168 -2.067 0.560
Cl 6.348 -4.602 -0.459 0.512
Cl -8.450 -0.845 11.290 0.517
Cl 0.408 1.836 -8.994 0.514
Cl -0.333 -0.669 -7.759 0.482
Cl 4.796 -2.354 0.464 0.593
P 0.948 1.101 -2.568 1.038
O -0.238 1.278 -0.068 -0.069
O 5.951 3.940 1.347 0.055
O 6.138 4.231 -0.882 0.113
O -2.747 2.083 2.595 -0.171
O 1.433 2.437 1.064 -0.041
C 1.608 -1.471 1.782 -0.210
C 0.941 0.899 -0.715 -0.498
C -0.437 1.344 2.533 -0.091
C -2.763 2.608 3.927 -0.312
C 1.106 -2.469 2.841 -0.200
C -1.895 0.939 2.512 -0.245
C -3.679 1.745 7.754 -2.034
C 5.566 -3.090 -0.947 -2.042
C 0.610 -1.283 0.641 -0.166
C -0.137 -4.809 -8.522 -2.047
C -3.425 -8.941 -8.335 -2.066
C 5.396 2.067 -0.110 -0.126
C -8.556 0.455 10.096 -2.058
C 4.307 1.924 -1.157 -0.173
C -3.925 5.547 -1.596 -2.049
C -0.595 0.323 -3.276 -0.404
C 1.658 -5.440 2.046 -0.092
C 2.736 -4.413 2.445 -0.268
C 1.264 -0.649 -0.583 -0.178
C 5.853 3.491 0.037 -0.488
C 2.074 1.650 0.098 -0.297
C -2.236 4.043 3.942 -0.075
C 2.242 -3.327 3.395 -0.220
C -0.134 1.069 -7.492 -2.041
C -1.397 -0.567 -2.336 -0.147
C 3.030 2.596 -0.624 -0.131
C -0.139 3.785 -2.284 -0.164
C 0.766 2.859 -3.122 -0.431
B -0.034 2.131 1.144 -0.679
H -2.145 0.284 3.355 0.108
H -1.821 -0.002 -1.518 0.068
H 1.869 -0.526 2.248 0.107
H 2.510 -1.910 1.351 0.028
H -0.543 3.250 1.068 0.102
H -3.800 2.556 4.236 0.062
H 0.459 4.504 -1.738 0.071
H -0.726 4.361 -2.989 0.004
H 2.336 -0.750 -0.466 0.071
H 1.727 -5.677 0.994 0.064
H -1.249 1.159 -3.526 0.064
H -2.163 1.991 4.591 0.085
H 0.667 -5.073 2.283 0.055
H 5.072 4.048 1.726 0.109
H 2.567 3.191 -1.398 0.082
H -2.134 0.424 1.588 0.110
H -3.051 4.754 3.879 0.066
H 4.618 2.326 -2.112 0.111
H 0.420 2.832 -4.146 0.003
H 1.043 -1.176 -1.504 0.063
H 3.233 -4.023 1.566 0.027
H 0.324 -3.094 2.429 0.088
H -0.280 -0.744 0.945 0.098
H -0.840 -1.409 -1.944 0.049
H 3.512 -4.963 2.975 0.097
H 1.792 -6.349 2.623 0.061
H 3.074 -2.651 3.594 0.107
H 5.042 1.728 0.859 0.119
H -0.836 3.266 -1.641 0.050
H 0.291 -2.295 0.392 0.109
H 4.108 0.858 -1.246 0.097
H -1.622 4.233 4.815 0.044
H 1.767 3.271 -3.174 0.044
H 2.716 1.009 0.713 0.132
H 1.968 -3.770 4.351 0.106
H -0.362 -0.162 -4.214 0.025
H -0.256 2.021 3.370 0.093
H -1.605 4.163 3.073 0.063
H 3.354 3.304 0.135 0.106
H 6.271 1.474 -0.343 0.117
H 0.193 0.470 2.690 0.068
H -2.237 -0.986 -2.891 0.064
H 0.687 -1.877 3.652 0.107
```

Calculated values
LUMO energy = 1.2 eV
strongest force on any atom = 1.9 eV/Å
net charge = -1
Kohn-Sham gap = 5.6163 eV
M = 1494.1 u

Below is an isolated molecule of C5H7N3 at a distorted geometry, with properties calculated with ωB97M-V/def2-TZVPD.

Geometry as XYZ:
```
15
Properties=species:S:1:pos:R:3:lowdin_charge:R:1
N -2.188 -0.355 0.776 0.023
N -1.651 -0.809 -0.215 -0.015
N 2.967 1.618 -0.039 0.095
C 0.075 -0.548 -0.494 -0.306
C 0.254 0.857 -0.253 -0.240
C 0.777 -1.587 0.356 -0.081
C -0.465 1.961 -0.306 0.059
C 1.994 1.048 -0.320 -0.130
H 0.293 -2.560 0.226 0.078
H 1.810 -1.718 0.024 0.079
H -0.044 2.937 -0.088 0.081
H 0.159 -0.782 -1.558 0.133
H -1.549 1.901 -0.403 0.067
H -3.182 -0.635 0.876 0.071
H 0.748 -1.327 1.417 0.086
```

Calculated values
LUMO energy = 0.5 eV
strongest force on any atom = 5.3 eV/Å
Kohn-Sham gap = 9.2307 eV
M = 109.1 u
ΔE to the lowest compared entry with this formula, charge and spin = 5.149 eV

Below is a structure of composition C57H123CaClN6O9 at a distorted geometry, with properties calculated with ωB97M-V/def2-TZVPD.

Geometry as XYZ:
```
197
Properties=species:S:1:pos:R:3:lowdin_charge:R:1
Ca 0.879 -0.109 1.279 1.224
Cl 1.089 -2.832 1.602 -0.299
O -2.393 0.395 -1.399 0.086
O 3.252 0.173 0.449 -0.066
O 1.202 1.722 4.890 0.188
O -1.761 -0.156 0.680 -0.049
O 4.085 2.116 -0.205 0.138
O 2.007 0.480 3.362 -0.074
O 0.073 1.301 3.062 -0.122
O -0.239 -0.082 -0.847 -0.147
O 2.082 1.872 0.580 -0.054
N 0.090 5.184 1.973 -0.212
N -1.025 3.875 -4.244 -0.245
N -3.251 -0.035 4.792 -0.243
N -5.341 -4.139 -2.900 -0.208
N 5.828 -2.599 2.782 -0.248
N 2.820 -1.402 -3.260 -0.199
C -4.303 0.454 3.734 0.079
C 5.260 0.295 -2.793 -0.187
C 1.024 3.922 -2.050 -0.203
C -2.430 3.632 5.992 -0.090
C -3.055 -2.471 3.814 -0.152
C 8.885 -2.732 2.669 -0.126
C 4.601 -2.048 3.548 0.032
C 4.061 -2.059 -2.582 -0.093
C 1.301 -3.557 -2.877 -0.220
C 4.533 -4.486 1.646 -0.252
C -2.004 5.040 -3.858 0.075
C -7.278 -5.351 -4.170 -0.171
C 6.586 -3.438 3.827 -0.057
C -6.736 -4.871 -2.788 -0.080
C -5.370 -2.786 -3.742 0.065
C -2.967 2.744 -5.552 -0.221
C -3.579 2.410 -6.936 -0.072
C 1.177 4.798 -3.282 -0.117
C -3.270 -3.265 0.363 -0.064
C -0.936 2.723 -3.276 -0.077
C -6.403 -6.432 -4.732 -0.192
C 0.237 -4.213 -2.032 -0.089
C -4.764 -2.022 5.566 -0.170
C 6.627 -1.376 2.331 -0.110
C 3.104 1.363 0.220 -0.961
C 1.553 -2.072 -2.543 -0.103
C 5.522 -3.447 1.516 -0.146
C -3.117 2.278 6.062 -0.194
C -1.572 3.426 -5.625 -0.120
C 4.302 -5.212 0.292 -0.069
C 0.779 6.953 3.834 -0.102
C -2.216 4.656 1.005 -0.224
C -4.445 -5.167 -3.589 -0.095
C 7.933 -3.872 3.183 -0.152
C 0.415 4.292 -4.615 -0.050
C 8.026 -1.734 1.789 -0.136
C 2.545 5.800 2.396 -0.159
C -3.566 -3.406 -1.191 -0.205
C -4.055 -0.723 5.955 -0.082
C 1.585 4.670 1.876 -0.049
C -0.898 4.103 1.528 -0.116
C -5.025 -5.809 -4.931 -0.144
C 2.212 6.449 3.721 -0.206
C 2.701 0.180 -3.179 -0.025
C -3.876 -3.055 4.937 -0.188
C -1.443 0.037 -0.508 -0.826
C -2.323 -1.138 4.218 -0.069
C -3.217 3.483 0.938 -0.071
C 2.682 -1.816 -4.748 0.039
C 1.045 1.096 3.815 -0.947
C -4.992 -3.960 -1.394 -0.111
C -0.328 3.294 -1.923 -0.132
C 4.091 0.887 -3.494 -0.153
C -2.367 1.113 5.301 -0.092
C -0.157 5.659 3.426 -0.046
C -0.086 6.394 0.998 0.037
C 5.326 -1.281 -2.939 -0.128
H -7.428 -4.515 -4.853 0.115
H -4.284 -6.023 -2.934 0.140
H 0.702 7.124 1.179 0.091
H 6.213 0.723 -3.107 0.130
H -5.713 -3.196 -1.104 0.136
H 8.582 -0.796 1.786 0.114
H 1.144 -3.670 -3.949 0.101
H -2.156 0.233 -2.315 0.091
H 2.593 6.597 1.654 0.107
H -1.052 3.997 -1.512 0.095
H 4.447 0.684 -4.504 0.109
H -8.322 -5.634 -4.030 0.129
H -3.259 -3.496 5.720 0.133
H -4.628 2.699 -6.870 0.079
H 2.112 1.421 4.943 0.132
H -0.345 3.480 0.826 0.116
H 8.531 -4.436 3.899 0.122
H -2.816 4.118 5.095 0.063
H 4.027 -2.878 3.959 0.110
H -6.746 -6.780 -5.706 0.129
H -1.621 5.719 -3.096 0.103
H 9.447 -2.218 3.449 0.114
H 4.824 1.533 -0.020 0.108
H 3.496 -4.768 -0.293 0.052
H -4.387 -6.641 -5.229 0.124
H -2.213 -3.071 3.468 0.121
H 6.176 -1.579 -2.324 0.117
H 5.190 0.636 -1.760 0.081
H 6.872 -2.677 4.553 0.142
H -0.058 5.958 -0.001 0.083
H 3.479 5.262 2.556 0.126
H 7.861 -1.972 0.738 0.104
H -2.197 5.561 -4.795 0.110
H -3.371 -0.794 6.800 0.141
H 6.473 -3.883 1.208 0.124
H -6.186 -2.095 -3.527 0.108
H -2.794 4.282 6.787 0.088
H -4.767 -0.368 3.188 0.099
H -4.786 0.017 6.280 0.121
H 2.212 -4.135 -2.719 0.100
H 7.737 -4.606 2.401 0.103
H -0.748 -4.460 -2.427 0.055
H -2.643 5.361 1.718 0.113
H -0.013 4.749 4.008 0.114
H 3.167 -2.780 -4.900 0.113
H -0.299 1.942 -3.691 0.132
H -3.711 1.148 3.137 0.092
H 9.737 -3.198 2.174 0.116
H 0.628 -5.096 -1.527 0.087
H 4.823 -5.207 2.411 0.118
H 5.597 -1.513 -3.969 0.114
H -3.518 -4.653 -3.843 0.118
H 0.659 7.438 4.802 0.121
H 1.616 -1.737 -4.963 0.109
H -4.021 3.605 0.213 0.083
H -6.709 -5.778 -2.184 0.136
H -1.677 4.238 -6.345 0.138
H -5.033 -4.937 -0.914 0.139
H -4.030 -2.624 0.810 0.067
H -3.247 -4.228 0.872 0.082
H -1.011 3.574 2.474 0.118
H -1.075 6.834 1.129 0.105
H -2.820 2.526 0.600 0.058
H -4.046 2.519 5.547 0.095
H -5.614 -3.077 -4.764 0.085
H -1.567 0.606 5.841 0.130
H -2.226 -2.971 0.477 0.058
H 2.854 7.310 3.909 0.128
H -2.955 4.553 -3.642 0.099
H -2.196 5.186 0.052 0.092
H 3.553 -4.136 1.973 0.055
H 5.074 -5.680 -0.318 0.086
H -1.218 5.844 3.594 0.116
H -7.409 -4.192 -2.264 0.130
H -2.827 1.833 -4.969 0.090
H 2.443 5.642 4.417 0.121
H -3.578 3.252 1.940 0.067
H 3.728 -6.093 0.578 0.079
H 6.644 -0.696 3.183 0.132
H 1.885 3.260 -1.962 0.107
H 0.201 5.092 -5.324 0.131
H -1.764 -0.626 3.435 0.103
H 1.193 4.560 -1.182 0.091
H 1.923 0.348 -3.924 0.107
H -3.477 1.958 7.040 0.113
H 5.937 -0.996 1.578 0.115
H 1.777 4.286 0.874 0.097
H -3.577 1.333 -7.104 0.076
H 5.087 -2.759 0.791 0.131
H 5.857 -4.237 3.965 0.128
H 0.909 5.830 -3.055 0.110
H -5.689 -1.846 5.018 0.121
H -1.340 3.652 5.989 0.073
H 1.660 3.823 2.557 0.124
H -3.414 -2.492 -1.766 0.086
H -4.399 -2.290 -3.753 0.089
H 0.743 -1.443 -2.912 0.110
H -4.972 0.895 4.473 0.091
H 0.582 7.787 3.161 0.101
H 3.992 -1.970 -1.498 0.117
H -3.231 2.930 -7.829 0.086
H 4.014 -1.380 2.917 0.084
H 2.250 0.374 -2.205 0.107
H -3.729 -2.331 2.969 0.082
H -1.954 2.345 -3.189 0.104
H -0.097 2.442 -1.283 0.097
H -0.106 -3.680 -1.145 0.041
H -4.486 -3.721 4.326 0.124
H -1.887 1.397 4.365 0.096
H -0.847 2.667 -5.920 0.132
H -1.550 -1.226 4.980 0.132
H -2.834 -4.046 -1.684 0.076
H 1.045 3.534 -5.079 0.132
H 4.977 -1.366 4.310 0.103
H 1.655 -2.036 -1.458 0.098
H -3.783 3.287 -5.076 0.104
H 3.437 -1.136 -5.144 0.094
H 2.251 4.785 -3.470 0.117
H 4.122 1.971 -3.383 0.118
H 4.123 -3.130 -2.777 0.126
H -5.152 -2.500 6.465 0.131
H -6.361 -7.321 -4.102 0.128
H -5.021 -5.057 -5.720 0.111
```

Calculated values
LUMO energy = -7.5 eV
strongest force on any atom = 6.2 eV/Å
net charge = +4
Kohn-Sham gap = 8.0986 eV
M = 1112.2 u

Below is a structure of composition C8H12CdClN at a distorted geometry, with properties calculated with ωB97M-V/def2-TZVPD.

Geometry as XYZ:
```
23
Properties=species:S:1:pos:R:3:lowdin_charge:R:1
Cd -0.096 0.293 0.596 1.199
Cl 2.470 1.190 2.232 0.315
N -0.304 2.384 -0.011 -0.422
C 0.874 -2.035 -0.701 -0.277
C -2.515 -0.344 0.248 -0.238
C 1.964 -1.129 -0.511 -0.291
C 0.971 0.435 2.508 -0.924
C 0.599 -0.272 -2.168 -0.264
C -2.469 1.004 0.505 -0.303
C 0.039 -1.505 -1.728 -0.279
C 1.791 -0.033 -1.418 -0.266
H -0.809 -2.014 -2.181 0.048
H -2.588 -1.099 1.040 0.012
H -2.737 1.728 -0.265 -0.004
H -2.727 -0.697 -0.767 0.017
H 0.269 0.307 -3.030 0.051
H 1.149 -0.506 3.035 -0.074
H 0.796 -3.030 -0.264 0.044
H -2.387 1.416 1.519 0.010
H 0.327 1.121 3.071 -0.075
H 2.853 -1.319 0.084 0.052
H 0.008 3.356 -0.183 -0.390
H 2.522 0.749 -1.613 0.059
```

Calculated values
LUMO energy (alpha / beta) = 6.0 / 6.0 eV
strongest force on any atom = 2.7 eV/Å
net charge = -2
Kohn-Sham gap (alpha / beta) = 3.6942 / 3.5621 eV
M = 270.1 u

Below is a structure of composition C12H23AlClN2O2S at a distorted geometry, with properties calculated with ωB97M-V/def2-TZVPD.

Geometry as XYZ:
```
42
Properties=species:S:1:pos:R:3:lowdin_charge:R:1
Cl 1.454 -2.227 -2.690 0.068
S -2.882 2.934 -1.604 0.970
Al 2.341 -2.462 -0.640 -0.060
O 1.564 2.292 0.902 -0.098
O -2.322 0.233 -1.951 0.038
N -2.039 1.554 -3.658 0.033
N -1.777 0.256 -4.057 0.062
C -0.458 -2.430 0.527 -0.308
C -1.883 -0.559 1.471 -0.212
C -1.929 -0.467 -3.037 -0.205
C 3.337 -0.808 -0.045 -0.288
C -1.283 0.791 1.090 -0.231
C -2.360 1.500 -2.426 -0.713
C 0.917 -3.120 0.634 -0.292
C 2.815 1.606 0.704 -0.250
C 2.709 0.562 -0.419 -0.259
C -0.756 -1.582 1.759 -0.217
C -2.343 1.902 1.010 -0.241
C -2.007 3.011 -0.020 -0.464
H -2.470 2.359 1.985 0.101
H -1.234 -3.199 0.501 0.096
H -2.536 -0.927 0.687 0.101
H 3.435 -3.658 -0.760 -0.092
H -2.270 3.969 0.417 0.063
H -1.810 -1.523 -2.935 0.122
H 3.304 0.961 -1.234 0.091
H -3.298 1.472 0.715 0.093
H -1.048 -2.214 2.589 0.103
H 4.309 -0.861 -0.532 0.026
H 1.302 -3.106 1.654 0.037
H -0.740 0.724 0.155 0.095
H 3.122 1.136 1.630 0.095
H -0.598 1.058 1.885 0.102
H 3.552 -0.879 1.019 0.030
H 0.137 -1.007 1.979 0.100
H 0.783 -4.170 0.375 0.027
H 3.561 2.346 0.423 0.104
H -2.477 -0.385 2.370 0.103
H 1.709 3.237 0.866 0.067
H -0.939 3.020 -0.202 0.065
H -0.574 -1.838 -0.377 0.061
H 1.681 0.498 -0.760 0.076
```

Calculated values
LUMO energy = 2.4 eV
strongest force on any atom = 1.5 eV/Å
net charge = -1
Kohn-Sham gap = 7.2933 eV
M = 321.8 u
ΔE to the lowest compared entry with this formula, charge and spin = 0.386 eV

Below is an isolated molecule of C2H8SSi at a distorted geometry, with properties calculated with ωB97M-V/def2-TZVPD.

Geometry as XYZ:
```
12
Properties=species:S:1:pos:R:3:lowdin_charge:R:1
S -2.136 0.515 -0.028 0.614
Si 0.676 1.400 0.093 0.613
C -0.506 -0.089 0.510 -0.913
C -0.247 -1.477 0.058 -0.220
H -0.937 -2.135 0.475 0.036
H -0.559 0.024 1.541 0.011
H 0.750 1.566 -1.394 -0.068
H -2.710 -0.457 -0.849 -0.111
H -0.233 -1.838 -0.980 0.082
H 0.058 2.475 0.728 -0.096
H 0.745 -1.861 0.504 0.102
H 2.081 0.820 0.455 -0.050
```

Calculated values
LUMO energy = 0.8 eV
strongest force on any atom = 4.2 eV/Å
Kohn-Sham gap = 9.4852 eV
M = 92.2 u
ΔE to the lowest compared entry with this formula, charge and spin = 1.904 eV